DFT (wB97M-V/def2-TZVPD) results for a molecular structure, C36H50BrN2O7PW at a distorted geometry.

Computed properties:
LUMO energy (alpha / beta) ... -0.3 / -0.3 eV
DFT total energy ... -5020.44750 Ha
E_HOMO (alpha / beta) ... -6.3 / -9.0 eV
Net charge ... 0
Multiplicity ... 3
Expectation value of S² ... 2.020
Frontier orbital gap (alpha / beta) ... 5.9 / 8.6 eV

Element x y z (Å)
W  0.647  1.317  0.306
C  3.074  -0.764  2.618
C  3.308  -0.103  1.259
C  4.164  1.148  1.444
C  3.995  -1.069  0.302
N  2.012  0.293  0.713
H  4.019  -0.895  3.151
H  2.612  -1.749  2.494
H  2.413  -0.138  3.220
H  3.670  1.845  2.123
H  4.322  1.642  0.482
H  5.140  0.876  1.856
H  4.948  -1.395  0.729
H  4.194  -0.587  -0.656
H  3.376  -1.951  0.125
Br  -1.602  3.172  -0.584
C  -0.604  4.482  0.400
C  -0.693  5.770  -0.088
C  0.036  6.780  0.522
C  0.844  6.486  1.605
C  0.922  5.184  2.080
C  0.205  4.152  1.491
C  0.391  2.769  2.075
O  1.223  2.573  2.962
O  -0.563  1.842  1.778
H  -1.311  5.978  -0.950
H  -0.023  7.790  0.135
H  1.421  7.269  2.081
H  1.549  4.928  2.923
O  -0.927  -0.099  -0.052
P  -1.666  -1.393  0.243
C  -0.457  -2.700  0.541
C  -1.057  -4.097  0.807
C  -1.341  -4.890  -0.474
C  -0.099  -4.980  -1.358
C  0.404  -3.587  -1.730
C  0.702  -2.764  -0.476
C  -2.730  -1.728  -1.208
C  -2.948  -0.462  -2.097
C  -4.416  -0.050  -2.163
C  -5.304  -1.176  -2.708
C  -4.874  -2.561  -2.178
C  -4.069  -2.419  -0.888
C  -2.729  -1.282  1.712
C  -3.329  0.145  1.781
C  -3.859  0.409  3.187
C  -2.687  0.507  4.179
C  -1.551  -0.472  3.826
C  -2.093  -1.683  3.073
H  -0.022  -2.310  1.466
H  -1.961  -4.025  1.417
H  -0.328  -4.659  1.399
H  -2.149  -4.422  -1.041
H  -1.688  -5.889  -0.205
H  -0.310  -5.567  -2.254
H  0.691  -5.507  -0.808
H  -0.337  -3.082  -2.356
H  1.313  -3.659  -2.331
H  1.034  -1.758  -0.727
H  1.539  -3.242  0.046
H  -2.144  -2.439  -1.789
H  -2.599  -0.684  -3.109
H  -2.339  0.362  -1.737
H  -4.511  0.835  -2.793
H  -4.757  0.250  -1.168
H  -5.266  -1.174  -3.799
H  -6.343  -0.981  -2.433
H  -4.255  -3.077  -2.919
H  -5.748  -3.189  -2.008
H  -3.900  -3.396  -0.431
H  -4.650  -1.829  -0.174
H  -3.535  -1.990  1.513
H  -4.110  0.266  1.026
H  -2.557  0.880  1.563
H  -4.538  -0.399  3.481
H  -4.444  1.330  3.201
H  -3.053  0.311  5.189
H  -2.291  1.524  4.171
H  -1.041  -0.800  4.734
H  -0.805  0.036  3.216
H  -2.877  -2.156  3.671
H  -1.318  -2.437  2.953
O  2.496  4.483  -1.281
C  2.404  3.290  -1.415
O  1.416  2.559  -0.957
C  3.443  2.528  -2.237
C  4.585  3.217  -2.603
C  5.579  2.585  -3.341
C  5.379  1.273  -3.700
C  4.245  0.572  -3.374
C  3.264  1.215  -2.626
N  6.456  0.575  -4.492
O  7.428  1.230  -4.802
O  6.275  -0.593  -4.762
H  4.688  4.251  -2.300
H  6.486  3.093  -3.634
H  4.135  -0.454  -3.698
H  2.363  0.689  -2.353

DFT (wB97M-V/def2-TZVPD) results for a molecular structure, C36H50N2O5PPt at a distorted geometry.

Computed properties:
LUMO energy (alpha / beta) ... -4.1 / -6.4 eV
DFT total energy ... -2347.82408 Ha
E_HOMO (alpha / beta) ... -10.7 / -11.4 eV
Net charge ... +1
Multiplicity ... 3
Expectation value of S² ... 2.015
Frontier orbital gap (alpha / beta) ... 6.6 / 5.0 eV

Element x y z (Å)
Pt  -0.702  -0.729  0.833
C  -4.652  -3.628  0.802
C  -4.426  -2.229  1.271
N  -3.342  -1.483  1.162
C  -3.738  -0.221  1.706
C  -5.028  -0.300  2.112
N  -5.448  -1.577  1.905
C  -5.980  0.697  2.622
O  -5.515  1.890  2.984
O  -7.205  0.434  2.667
C  -2.770  0.875  1.894
O  -3.197  2.071  2.014
O  -1.497  0.621  2.156
H  -4.180  -4.412  1.400
H  -4.331  -3.623  -0.266
H  -5.734  -3.894  0.772
H  -6.406  -1.925  2.128
H  -4.498  2.005  2.664
C  -2.209  4.607  -2.952
C  -2.342  3.098  -2.788
C  -3.535  2.730  -1.901
C  -1.090  2.322  -2.444
C  0.136  2.978  -2.199
C  1.228  2.291  -1.774
C  2.555  3.041  -1.373
C  3.124  3.535  -2.745
C  2.319  4.233  -0.419
C  1.173  0.852  -1.732
C  0.049  0.181  -2.100
C  -1.104  0.939  -2.392
C  -0.083  -1.370  -2.126
C  -1.703  -2.920  -1.005
C  -0.777  -1.710  -3.478
C  2.443  0.083  -1.398
C  3.390  -0.107  -2.430
C  4.670  -0.715  -2.267
C  4.984  -1.032  -0.950
C  4.058  -0.996  0.091
C  2.729  -0.633  -0.129
P  1.538  -0.995  1.249
C  1.941  0.399  2.591
C  3.469  0.231  2.866
C  1.162  0.108  3.902
C  1.453  1.742  1.994
C  1.781  -2.757  1.908
C  0.490  -3.228  2.508
C  3.026  -3.074  2.830
C  2.040  -3.630  0.725
H  -3.146  5.102  -3.218
H  -1.573  4.847  -3.824
H  -1.885  5.126  -2.017
H  -2.628  2.557  -3.745
H  -3.288  2.859  -0.826
H  -3.951  1.757  -2.010
H  -4.334  3.431  -1.942
H  0.139  4.098  -2.299
H  3.222  2.291  -0.876
H  2.420  4.083  -3.289
H  3.408  2.708  -3.354
H  4.072  4.135  -2.703
H  2.279  5.179  -0.954
H  3.095  4.288  0.370
H  1.346  4.153  0.105
H  -2.010  0.402  -2.473
H  0.869  -1.882  -2.258
H  -2.389  -2.737  -1.835
H  -2.320  -3.111  -0.121
H  -1.384  -4.911  -1.362
H  -1.827  -1.395  -3.499
H  -0.816  -2.779  -3.698
H  -0.279  -1.082  -4.320
H  3.250  0.359  -3.407
H  5.304  -1.009  -3.102
H  6.013  -1.367  -0.797
H  4.319  -1.504  1.041
H  3.750  -0.773  3.230
H  3.776  0.974  3.664
H  4.088  0.439  1.993
H  1.625  -0.708  4.496
H  0.108  -0.207  3.803
H  1.257  1.022  4.523
H  1.783  1.944  0.934
H  2.008  2.530  2.602
H  0.368  1.829  2.058
H  0.632  -4.290  2.894
H  -0.344  -3.367  1.786
H  0.077  -2.670  3.385
H  3.091  -2.547  3.790
H  3.979  -2.905  2.342
H  3.034  -4.199  3.023
H  1.476  -3.356  -0.174
H  1.747  -4.669  0.970
H  3.075  -3.607  0.414
O  -0.923  -4.053  -1.366
C  -0.779  -1.763  -0.842

DFT (wB97M-V/def2-TZVPD) results for a molecular structure, C36H51B2N12O7P2RbS3.

Computed properties:
LUMO energy ... 3.3 eV
DFT total energy ... -4537.66187 Ha
E_HOMO ... -2.1 eV
Net charge ... -2
Frontier orbital gap ... 5.4 eV

Element x y z (Å)
Rb  3.943  0.847  -0.090
C  0.925  4.111  -1.300
C  -0.047  3.082  -0.848
C  -1.000  3.344  0.084
C  -1.887  2.321  0.517
N  -1.809  1.115  0.040
N  -0.865  0.841  -0.877
B  -0.776  -0.636  -1.284
N  -1.349  -1.552  -0.132
N  -2.545  -1.890  0.292
C  -2.576  -2.714  1.318
C  -1.393  -3.211  1.916
C  -0.156  -2.867  1.445
C  1.153  -3.369  1.933
C  -0.190  -1.981  0.357
S  0.978  -1.266  -0.677
C  -3.975  -3.120  1.774
C  -4.802  -1.859  2.041
C  -3.934  -3.969  3.044
C  -4.633  -3.927  0.646
N  -1.350  -0.901  -2.683
N  -1.868  0.211  -3.229
C  -2.259  0.220  -4.463
C  -2.116  -0.940  -5.271
C  -1.655  -2.089  -4.725
C  -1.493  -3.333  -5.533
C  -1.318  -2.112  -3.317
S  -0.905  -3.545  -2.558
C  -2.807  1.554  -4.956
C  -1.686  2.597  -4.888
C  -3.958  1.981  -4.034
C  -3.327  1.452  -6.390
C  0.029  1.738  -1.381
S  1.138  1.286  -2.544
C  -2.970  2.521  1.573
C  -2.656  1.618  2.773
C  -3.048  3.973  2.043
C  -4.321  2.116  0.968
H  0.669  5.085  -0.882
H  0.950  4.162  -2.391
H  1.940  3.846  -0.967
H  -1.061  4.338  0.506
H  -1.459  -3.896  2.751
H  1.041  -4.014  2.804
H  1.807  -2.533  2.186
H  1.658  -3.922  1.137
H  -4.357  -1.255  2.836
H  -5.816  -2.137  2.343
H  -4.858  -1.248  1.143
H  -3.448  -3.437  3.866
H  -3.409  -4.914  2.884
H  -4.954  -4.203  3.353
H  -4.683  -3.329  -0.264
H  -5.645  -4.222  0.936
H  -4.057  -4.829  0.423
H  -2.369  -0.911  -6.323
H  -1.751  -3.145  -6.576
H  -2.125  -4.127  -5.133
H  -0.468  -3.700  -5.463
H  -1.325  2.708  -3.866
H  -2.054  3.563  -5.246
H  -0.828  2.302  -5.496
H  -3.609  2.044  -3.003
H  -4.781  1.262  -4.074
H  -4.338  2.960  -4.339
H  -2.526  1.213  -7.093
H  -3.751  2.414  -6.686
H  -4.111  0.696  -6.483
H  -1.701  1.887  3.232
H  -2.595  0.576  2.453
H  -3.441  1.712  3.530
H  -2.121  4.290  2.525
H  -3.856  4.075  2.771
H  -3.255  4.654  1.214
H  -4.277  1.088  0.614
H  -4.574  2.757  0.119
H  -5.113  2.206  1.718
C  0.384  -0.520  3.893
C  0.826  0.173  2.751
N  2.137  0.039  2.585
N  2.566  -0.737  3.596
C  1.538  -1.085  4.397
B  4.043  -1.215  3.743
N  4.354  -2.272  2.650
C  4.409  -3.604  2.859
C  4.658  -4.219  1.649
C  4.749  -3.148  0.742
N  4.569  -1.985  1.353
N  5.028  -0.044  3.748
C  5.700  0.410  4.830
C  6.400  1.537  4.460
C  6.081  1.699  3.096
N  5.262  0.748  2.684
H  -0.616  -0.586  4.291
H  0.257  0.766  2.048
H  1.705  -1.707  5.263
H  4.120  -1.774  4.813
H  4.274  -4.011  3.849
H  4.773  -5.273  1.456
H  4.955  -3.171  -0.318
H  5.631  -0.099  5.778
H  7.039  2.148  5.074
H  6.395  2.472  2.410
O  4.376  4.267  -2.540
P  4.833  4.082  -0.981
O  5.588  5.286  -0.563
O  3.636  3.616  -0.193
O  5.820  2.789  -1.106
P  6.096  1.837  -2.522
O  7.787  0.941  -0.798
O  4.729  1.332  -2.940
O  6.620  0.514  -1.528
H  4.008  3.420  -2.849
H  7.430  1.710  -0.322

DFT (wB97M-V/def2-TZVPD) results for a molecular structure, C36H51BeClN3OP2 at a distorted geometry.

Computed properties:
LUMO energy (alpha / beta) ... -3.1 / -3.1 eV
DFT total energy ... -2799.31439 Ha
E_HOMO (alpha / beta) ... -8.2 / -8.2 eV
Net charge ... +1
Frontier orbital gap (alpha / beta) ... 5.1 / 5.1 eV

Element x y z (Å)
C  -1.530  2.742  -0.368
C  -2.750  0.904  0.466
C  -2.602  3.597  -0.144
C  -3.873  1.695  0.658
C  -3.797  3.050  0.314
H  -2.476  4.654  -0.379
H  -4.790  1.222  1.010
H  -4.693  3.660  0.364
N  -1.628  1.437  -0.064
P  0.628  1.718  -1.797
P  -1.303  -1.271  1.722
C  -0.235  3.177  -1.012
H  -0.445  3.995  -1.717
H  0.447  3.566  -0.236
C  -2.697  -0.598  0.630
H  -3.640  -0.966  1.045
C  -1.628  -3.129  1.612
C  -1.641  -0.585  3.432
C  -0.241  1.470  -3.472
C  2.396  2.386  -1.983
C  -0.723  -3.694  0.504
H  0.316  -3.762  0.842
H  -1.081  -4.709  0.276
H  -0.758  -3.112  -0.425
C  -1.268  -3.798  2.945
H  -0.221  -3.629  3.225
H  -1.930  -3.483  3.762
H  -1.404  -4.882  2.819
C  -3.093  -3.496  1.285
H  -3.185  -4.585  1.401
H  -3.829  -3.050  1.963
H  -3.370  -3.263  0.251
C  -0.443  -0.967  4.325
H  0.505  -0.928  3.773
H  -0.380  -0.234  5.141
H  -0.569  -1.957  4.778
C  -1.737  0.953  3.428
H  -0.865  1.408  2.948
H  -2.656  1.311  2.954
H  -1.765  1.282  4.478
C  -2.971  -1.143  3.990
H  -3.556  -1.726  3.268
H  -2.795  -1.759  4.880
H  -3.600  -0.305  4.320
C  3.269  1.404  -2.798
H  4.274  1.368  -2.350
H  2.877  0.378  -2.792
H  3.389  1.737  -3.838
C  3.005  2.495  -0.575
H  2.464  3.196  0.068
H  3.061  1.517  -0.088
H  4.032  2.866  -0.698
C  2.403  3.789  -2.626
H  3.283  4.327  -2.247
H  2.503  3.758  -3.716
H  1.524  4.390  -2.364
C  -1.744  1.148  -3.322
H  -2.309  1.619  -4.140
H  -1.904  0.065  -3.341
H  -2.172  1.524  -2.391
C  0.444  0.273  -4.150
H  0.402  -0.611  -3.495
H  -0.109  0.033  -5.069
H  1.486  0.486  -4.422
C  -0.099  2.762  -4.275
H  -0.519  3.622  -3.738
H  0.940  2.967  -4.549
H  -0.671  2.647  -5.205
Be  -0.455  0.245  -0.591
C  0.385  -0.461  1.115
O  0.660  0.684  1.576
N  -1.226  -0.979  -1.272
C  -2.413  -1.125  -0.826
C  -3.567  -1.656  -1.605
C  -3.251  -2.535  -2.651
C  -4.902  -1.266  -1.380
C  -4.265  -3.103  -3.426
H  -2.196  -2.761  -2.823
C  -5.921  -1.822  -2.161
H  -5.143  -0.533  -0.605
C  -5.600  -2.749  -3.167
H  -4.010  -3.819  -4.215
H  -6.965  -1.538  -1.977
H  -6.401  -3.197  -3.758
Cl  3.558  -4.150  2.754
C  3.252  -2.870  1.647
C  4.205  -2.488  0.699
C  3.812  -1.511  -0.218
C  2.541  -0.933  -0.150
N  1.614  -1.327  0.781
C  2.023  -2.228  1.727
H  5.193  -2.948  0.699
H  4.510  -1.224  -1.009
H  2.213  -0.179  -0.869
H  1.381  -2.390  2.588

- Among the records above, which one has the lowest DFT total energy?
  C36H50BrN2O7PW

- Among the records above, which one has the highest DFT total energy?
  C36H50N2O5PPt